# 1
The following is a quantum chemistry calculation of 32 unconnected molecules or ions with the total composition H64O32 at a distorted geometry, from OMol25.

Geometry (Å):
O  16.2904  9.3902  12.7405
H  16.7504  9.6153  11.9319
H  15.4555  9.8543  12.6788
O  8.6099  14.6289  14.9008
H  8.7365  13.7935  15.3506
H  9.1002  14.5383  14.0837
O  8.0252  10.2000  14.8032
H  7.6838  9.8465  15.6246
H  7.5250  9.7503  14.1221
O  10.7472  9.4296  11.8249
H  10.5703  8.5437  11.5085
H  11.2159  9.3008  12.6495
O  5.8374  13.0852  9.6512
H  6.1891  13.1150  8.7614
H  5.5919  13.9904  9.8426
O  7.6383  16.0070  11.8684
H  6.9089  16.2575  12.4353
H  8.4087  16.0514  12.4347
O  12.0522  9.1704  14.0526
H  11.3689  8.7690  14.5894
H  12.7770  8.5458  14.0802
O  7.4697  13.4297  7.5535
H  6.9848  13.6462  6.7571
H  8.1923  12.8789  7.2523
O  6.3094  8.6128  12.8406
H  5.5835  8.6633  13.4624
H  6.3171  9.4679  12.4105
O  7.8570  16.3688  8.9981
H  7.7003  15.4936  8.6437
H  7.9419  16.2339  9.9419
O  10.1089  16.6598  13.0801
H  10.6604  16.2813  12.3954
H  10.7279  17.0061  13.7228
O  14.2514  13.2034  14.0870
H  14.4613  13.9323  14.6708
H  15.1026  12.8762  13.7960
O  13.9609  10.6520  12.8328
H  14.0713  11.5060  13.2508
H  13.2706  10.2243  13.3396
O  8.2997  10.6246  7.6974
H  9.2557  10.5797  7.7139
H  8.0370  10.4807  8.6065
O  15.1057  8.8851  8.2934
H  15.0145  8.9255  7.3415
H  14.7981  9.7380  8.6004
O  6.3406  11.4613  11.6683
H  5.8832  11.7478  12.4588
H  6.0787  12.0920  10.9976
O  13.4270  13.3420  10.9232
H  12.7356  12.6868  11.0179
H  13.1494  14.0666  11.4837
O  8.6775  7.1159  10.0728
H  8.0774  7.8055  9.7889
H  9.5476  7.4505  9.8557
O  9.9680  12.9692  6.0630
H  10.2737  13.1327  6.9552
H  10.7337  13.1347  5.5129
O  11.3016  7.8422  9.3785
H  12.0834  8.0165  9.9024
H  10.9977  8.7079  9.1055
O  8.6296  12.5238  16.5386
H  8.8261  11.7108  16.0731
H  7.6738  12.5765  16.5364
O  13.5037  8.3250  11.2158
H  13.7783  9.2344  11.3334
H  13.8185  7.8758  12.0003
O  16.1261  13.9127  10.5909
H  16.6727  13.5218  11.2726
H  15.2374  13.6272  10.8028
O  10.9029  13.5742  8.5035
H  10.9897  12.9674  9.2387
H  11.4963  14.2947  8.7156
O  10.9697  10.4182  8.0566
H  11.4561  11.0797  8.5486
H  11.2632  10.5277  7.1522
O  8.2920  10.1165  10.4162
H  9.1360  10.1906  10.8615
H  7.7019  10.6712  10.9264
O  12.3090  15.9679  8.6834
H  11.8307  16.4581  8.0148
H  13.1477  15.7576  8.2728
O  12.2458  15.8302  11.5703
H  11.9574  15.9307  10.6631
H  13.1628  16.1046  11.5624
O  14.1881  11.5452  8.6426
H  14.0393  12.3568  9.1279
H  14.4367  11.8331  7.7642
O  11.1921  5.6687  11.6120
H  11.3805  6.1430  10.8022
H  12.0042  5.7224  12.1160
O  10.7887  12.0104  10.8454
H  11.0452  11.1126  11.0564
H  10.1397  12.2373  11.5114
O  8.8823  12.0331  12.9142
H  9.0221  11.3436  13.5633
H  8.0695  11.7863  12.4731

Properties
HOMO-LUMO gap: 9.22 eV
energy relative to the best compared isomer or geometry (same formula, charge and spin): 350.6 kJ/mol
LUMO: -0.5860 eV



# 2
The following is a quantum chemistry calculation of a single C18H21ClN2O2 molecule at a distorted geometry, from OMol25.

Geometry (Å):
C  -1.3405  -1.1023  2.6580
C  -0.7907  -1.5427  1.2076
C  0.5646  -1.5455  0.8735
C  0.8868  -2.0863  -0.3836
O  2.0529  -2.0330  -0.7420
C  3.1187  -1.6980  -0.0978
C  4.0358  -0.9149  -0.8777
C  3.0682  0.4415  -0.9823
C  2.5994  0.9348  0.2099
O  3.1997  1.2787  1.2252
N  1.3511  1.4591  0.0261
C  0.4567  1.9644  1.0701
C  -0.6051  2.9762  0.6391
C  -1.6562  2.1089  -0.0357
C  -3.0109  1.9408  0.2706
C  -3.7660  1.4090  -0.6633
C  -3.3009  0.4269  -1.7623
C  -1.8752  0.7487  -2.0420
N  -1.1290  1.6025  -1.5291
C  -0.1073  -2.5453  -1.4725
C  -1.5302  -2.3622  -0.9756
C  -1.9642  -1.9882  0.3991
Cl  -3.5884  -1.7475  0.4674
H  -2.1015  -1.8274  3.2868
H  -2.1430  -0.2763  2.5298
H  -0.5907  -1.0001  3.2323
H  1.1955  -1.4666  1.8351
H  2.9066  -1.3400  0.9854
H  3.7394  -2.5443  0.2757
H  4.8637  -0.3229  -0.0971
H  4.4006  -1.1843  -1.8105
H  2.3617  0.1822  -1.9531
H  3.7489  1.2479  -1.3412
H  0.6584  1.1919  -0.6165
H  -0.0662  1.2948  1.9543
H  1.2439  2.7552  1.8042
H  -0.1602  3.4736  -0.0976
H  -1.1389  3.3177  1.3986
H  -3.2493  2.4436  1.1170
H  -4.8375  1.2848  -0.4205
H  -3.9892  0.0118  -2.5306
H  -1.4820  0.2800  -2.8697
H  0.2389  -2.7426  -2.3006
H  -2.2685  -2.5046  -1.8644

Properties
HOMO-LUMO gap: 7.66 eV
energy relative to the best compared isomer or geometry (same formula, charge and spin): 1307.0 kJ/mol
LUMO: -0.0811 eV
structure (SMILES): Cc1cc(OCCCC(=O)NCCc2ccccn2)ccc1Cl



# 3
The following is a quantum chemistry calculation of a molecular structure, C33H30AsF6MoN4O5S at a distorted geometry, from OMol25.

Geometry (Å):
Mo  -0.1086  0.3738  -0.1108
C  -2.8132  1.9394  0.6095
N  -2.3794  0.6939  -0.0598
C  -3.0024  0.7031  -1.3881
C  -2.8643  -0.3810  0.8018
C  -4.1859  -0.7872  0.8351
C  -4.6472  -1.5773  1.8764
C  -3.7985  -1.8803  2.9268
C  -2.4690  -1.5101  2.8930
C  -1.9532  -0.8123  1.7923
N  -0.6553  -0.4193  1.5946
C  0.3315  -0.5843  2.5722
C  0.5608  -1.7326  3.3278
C  1.5668  -1.7385  4.2791
C  2.3235  -0.6052  4.5162
C  2.1297  0.5300  3.7428
C  1.1832  0.5217  2.7331
N  0.9750  1.6008  1.7957
C  2.2229  2.2010  1.3226
C  0.1483  2.6358  2.4162
H  -3.9067  1.9904  0.6392
H  -2.4448  1.9573  1.6331
H  -2.4387  2.8097  0.0701
H  -4.0824  0.8578  -1.3167
H  -2.5873  1.5232  -1.9780
H  -2.8130  -0.2434  -1.8867
H  -4.8784  -0.4906  0.0643
H  -5.6736  -1.9060  1.8823
H  -4.1759  -2.4174  3.7822
H  -1.8330  -1.7362  3.7324
H  0.0013  -2.6336  3.1262
H  1.7659  -2.6445  4.8290
H  3.0901  -0.6106  5.2759
H  2.7699  1.3842  3.8977
H  2.6851  2.8200  2.0982
H  2.9407  1.4330  1.0308
H  2.0032  2.8359  0.4627
H  0.7076  3.1723  3.1920
H  -0.1796  3.3479  1.6602
H  -0.7210  2.1806  2.8888
O  -0.8149  3.9647  -1.9364
C  -0.4252  2.8322  -1.7015
O  -0.2525  2.3274  -0.5264
C  -0.0971  1.8336  -2.7639
C  -0.1093  2.1364  -4.1152
C  0.2558  1.1576  -5.0257
C  0.6436  -0.0741  -4.5189
C  0.6023  -0.3153  -3.1507
N  0.2133  0.6189  -2.2592
C  1.1038  -1.6613  -2.6944
O  1.7906  -2.3312  -3.4180
O  0.7448  -2.0599  -1.4809
H  -0.3989  3.1336  -4.4045
H  0.2660  1.3516  -6.0860
H  0.9905  -0.8751  -5.1527
F  2.1544  -0.2363  -0.2929
As  3.3965  -1.6678  0.3009
F  1.9313  -2.4053  0.8887
F  3.5153  -0.7692  1.7934
F  4.4540  -2.8426  0.9763
F  4.6084  -0.5747  -0.3583
F  3.3382  -2.4902  -1.1887
C  -7.6918  -5.0551  -5.4384
C  -6.5505  -4.6327  -4.5674
O  -6.6281  -4.0432  -3.5271
S  -4.9626  -5.0563  -5.2818
C  -3.9190  -4.2268  -4.1110
C  -3.7820  -4.7167  -2.8144
C  -3.0407  -4.0235  -1.8905
C  -2.3905  -2.8211  -2.2577
C  -2.5649  -2.3320  -3.5839
C  -3.3059  -3.0363  -4.4923
C  -1.5608  -2.1102  -1.4314
C  -0.5010  -1.5138  -1.0056
H  -8.4547  -5.5429  -4.8359
H  -7.3684  -5.7173  -6.2360
H  -8.1369  -4.1581  -5.8699
H  -4.2683  -5.6398  -2.5404
H  -2.9223  -4.3927  -0.8835
H  -2.0870  -1.4052  -3.8717
H  -3.4343  -2.6674  -5.4982

Properties
HOMO-LUMO gap (alpha / beta): 6.40 / 6.53 eV
LUMO (alpha / beta): -1.0278 / -1.4759 eV
spin multiplicity: 4



# 4
The following is a quantum chemistry calculation of 3 unconnected molecules or ions with the total composition C14H30ClN3O4S, from OMol25.

Geometry (Å):
O  -4.4443  2.8991  -1.7665
C  -4.5591  1.8398  -2.3007
N  -5.6523  1.5138  -3.1660
C  -6.6208  0.9248  -2.7363
S  -7.8774  0.2074  -2.1959
O  -3.7339  0.8056  -2.2277
C  -2.3418  1.0782  -1.9426
C  -1.9010  0.3145  -0.7165
C  -2.8195  0.5520  0.4932
C  -2.0721  0.7644  1.8121
Cl  -2.3485  -0.5428  3.0029
H  -2.1880  2.1507  -1.8352
H  -1.7908  0.7378  -2.8184
H  -1.9332  -0.7428  -0.9803
H  -0.8676  0.5739  -0.4908
H  -3.4432  1.4312  0.3205
H  -3.4999  -0.2888  0.6064
H  -2.3813  1.6856  2.2956
H  -0.9977  0.8032  1.6516
C  0.6500  2.5251  2.7211
O  0.8676  2.6177  1.3249
C  2.1190  3.1616  0.9416
C  3.2833  2.1642  0.9343
C  3.7950  1.8015  2.3245
N  2.9649  0.9334  0.2090
H  1.1220  3.3587  3.2501
H  1.0226  1.5858  3.1369
H  -0.4254  2.5716  2.8886
H  1.9759  3.5275  -0.0782
H  2.3564  4.0287  1.5723
H  4.1014  2.6549  0.3971
H  3.1270  1.0991  2.8236
H  4.7699  1.3218  2.2479
H  3.8975  2.6863  2.9551
H  2.7495  1.1520  -0.7594
H  2.0924  0.5674  0.5841
C  0.2072  -2.4597  0.8057
O  0.5138  -1.8511  -0.4355
C  1.7784  -2.1616  -0.9893
C  1.8461  -3.4763  -1.7711
C  1.8831  -4.7165  -0.8844
N  0.7572  -3.6195  -2.7401
H  1.1072  -2.5922  1.4147
H  -0.2836  -3.4276  0.6781
H  -0.4729  -1.7884  1.3299
H  1.9872  -1.3398  -1.6800
H  2.5467  -2.1255  -0.2063
H  2.7826  -3.4434  -2.3370
H  0.8965  -4.9448  -0.4797
H  2.2026  -5.5803  -1.4658
H  2.5759  -4.5889  -0.0508
H  0.7980  -2.8642  -3.4172
H  -0.1229  -3.4851  -2.2501

Properties
HOMO-LUMO gap: 9.58 eV
LUMO: 0.3034 eV
structure (SMILES): O=C(N=C=S)OCCCCCl.COC[C@@H](C)N.COC[C@@H](C)N



# 5
The following is a quantum chemistry calculation of 2 unconnected molecules or ions with the total composition C5H12S at a distorted geometry, from OMol25.

Geometry (Å):
C  2.0955  -1.2874  0.5221
C  2.0624  -0.2709  1.4479
C  2.8499  1.0263  1.3708
H  1.7420  -2.2973  0.7574
H  2.3558  -1.2522  -0.5393
H  1.5009  -0.3871  2.3756
H  3.6558  0.8741  2.0020
H  3.3403  1.0474  0.4070
H  2.3398  1.9696  1.6624
C  -3.1931  -0.4448  -1.4751
C  -2.1951  0.1178  -0.5762
S  -1.4057  1.7400  -0.8002
H  -2.7401  -0.6508  -2.4614
H  -4.0951  0.1683  -1.4791
H  -3.5938  -1.4192  -1.0639
H  -2.4806  0.0257  0.4733
H  -1.2230  -0.4330  -0.5585
H  -1.0158  1.4736  -2.0647

Properties
HOMO-LUMO gap: 9.75 eV
energy relative to the best compared isomer or geometry (same formula, charge and spin): 161.6 kJ/mol
LUMO: 0.9332 eV
structure (SMILES): C=CC.CCS



# 6
The following is a quantum chemistry calculation of a molecular structure, C50H55IN3O4S3SbSc at a distorted geometry, from OMol25.

Geometry (Å):
Sc  0.5847  0.9626  -1.9351
C  -0.3177  -3.2307  -2.9918
C  1.1514  -2.9896  -2.8273
N  1.9789  -3.9200  -3.2429
C  3.3009  -3.7146  -3.1330
C  3.8499  -2.5316  -2.7114
C  5.3512  -2.4142  -2.6498
O  5.9083  -1.4569  -3.5451
C  2.9781  -1.4845  -2.3173
C  3.5355  -0.1858  -2.0650
N  2.9315  0.9172  -1.7416
C  3.8232  1.9767  -1.4073
C  5.0135  1.6853  -0.7174
C  5.9448  2.6533  -0.4096
C  5.7133  3.9744  -0.7577
C  4.5340  4.3020  -1.3993
C  3.6040  3.3186  -1.7051
I  1.8612  3.9917  -2.6998
C  1.5924  -1.7603  -2.2442
O  0.7503  -0.9496  -1.6809
H  -0.4960  -4.2989  -3.0914
H  -0.6794  -2.7286  -3.8926
H  -0.8592  -2.8182  -2.1414
H  3.9225  -4.5535  -3.4278
H  5.7793  -3.4035  -2.8452
H  5.6709  -2.0993  -1.6544
H  5.6264  -1.6766  -4.4391
H  4.6078  -0.1294  -2.2322
H  5.1792  0.6711  -0.3898
H  6.8473  2.3719  0.1161
H  6.4378  4.7445  -0.5285
H  4.3290  5.3272  -1.6741
S  1.2994  1.0120  -4.6177
C  -0.3026  0.5093  -4.7067
N  -1.0007  0.1707  -3.6467
C  -2.2221  -0.3771  -3.9862
C  -3.1206  -0.9798  -3.1111
C  -4.2793  -1.5428  -3.6117
C  -4.5679  -1.5042  -4.9750
C  -3.6797  -0.9167  -5.8615
C  -2.5097  -0.3674  -5.3610
S  -1.1629  0.3159  -6.2353
H  -2.8665  -1.0344  -2.0607
H  -4.9691  -2.0333  -2.9364
H  -5.4735  -1.9610  -5.3516
H  -3.8796  -0.8895  -6.9248
C  -3.3367  -4.1171  1.9562
C  -2.4716  -3.7092  0.7628
C  -1.2626  -4.6386  0.6643
C  -3.2903  -3.8530  -0.5200
Sb  -1.6025  -1.5845  0.7642
C  -0.3332  -1.6414  2.6324
C  0.9853  -2.2868  2.2101
C  -0.9624  -2.4126  3.7857
C  -0.0369  -0.2158  3.0817
C  -3.3938  -0.2846  1.3578
C  -3.6105  0.6547  0.1734
C  -4.6461  -1.1221  1.5785
C  -3.1399  0.5514  2.6041
H  -3.3101  -5.2068  2.0771
H  -4.3767  -3.8342  1.7989
H  -3.0016  -3.6752  2.8918
H  -1.5919  -5.6531  0.4085
H  -0.7201  -4.6945  1.6090
H  -0.5671  -4.3094  -0.1122
H  -3.6772  -4.8766  -0.5986
H  -2.6861  -3.6542  -1.4057
H  -4.1474  -3.1776  -0.5336
H  0.8543  -3.2999  1.8241
H  1.6631  -2.3333  3.0701
H  1.4743  -1.6800  1.4459
H  -1.0058  -3.4834  3.5793
H  -1.9720  -2.0547  3.9981
H  -0.3605  -2.2701  4.6912
H  0.1919  0.4308  2.2355
H  0.8392  -0.2165  3.7352
H  -0.8601  0.2198  3.6441
H  -4.0489  0.1300  -0.6773
H  -2.6776  1.1106  -0.1580
H  -4.2937  1.4634  0.4575
H  -4.8822  -1.7242  0.7003
H  -5.5046  -0.4638  1.7629
H  -4.5366  -1.7799  2.4400
H  -2.3144  1.2479  2.4562
H  -2.9364  -0.0710  3.4763
H  -4.0340  1.1469  2.8276
C  -3.5764  5.1510  -2.2230
C  -3.0450  4.1503  -3.0580
C  -2.0865  3.2987  -2.5810
C  -1.6014  3.3851  -1.2509
C  -0.5738  2.4890  -0.7909
C  -0.0968  2.7486  0.4833
C  -0.6367  3.7396  1.3311
C  -1.6498  4.5442  0.8997
C  -2.1365  4.4083  -0.4226
C  -3.1271  5.2766  -0.9381
H  -4.3372  5.8199  -2.6061
H  -3.3868  4.0694  -4.0825
H  -1.6815  2.5299  -3.2311
H  0.7347  2.1675  0.8800
H  -0.2408  3.8448  2.3347
H  -2.0813  5.2969  1.5496
H  -3.5135  6.0621  -0.2978
O  3.5640  1.7159  8.1878
C  3.1153  2.5942  7.2455
O  2.7832  3.6950  7.6069
C  3.0857  2.1240  5.8512
C  3.5641  0.8773  5.4214
C  3.5559  0.5327  4.0893
C  3.0529  1.4109  3.1054
S  3.0476  0.9637  1.4501
C  2.5520  2.6530  3.5467
C  2.5769  2.9953  4.8782
H  3.7705  0.8713  7.7778
H  3.9543  0.1421  6.1209
H  3.9328  -0.4304  3.7699
H  2.1468  3.3369  2.8117
H  2.1974  3.9519  5.2138

Properties
HOMO-LUMO gap: 5.54 eV
energy relative to the best compared isomer or geometry (same formula, charge and spin): 37.2 kJ/mol
LUMO: 1.3014 eV
net charge: -1